# 1
Below is a cluster of 9 separate species, C47H93ClF5IN12O15PS2 in total, with properties calculated with ωB97M-V/def2-TZVPD.

Geometry as XYZ:
```
177
Properties=species:S:1:pos:R:3:forces:R:3:mulliken_charge:R:1
I -2.03821 -0.80255 6.15482 -0.2 -0.1 0.1 -0.06
Cl -0.61436 1.13744 -1.45475 -0.1 -0.1 0.0 0.08
S 1.04195 -1.04279 0.16115 1.1 0.2 0.7 1.55
S -5.99018 -3.21576 1.09033 -0.3 0.3 0.2 -0.23
P -3.14973 3.42422 -0.19621 -0.8 -0.6 -0.9 -0.38
F 1.47030 -2.46083 -1.94922 0.0 0.0 -0.3 -0.24
F 2.05224 -4.16198 -0.04433 0.9 0.0 0.3 -0.22
F 0.09996 -3.98467 0.85954 -0.4 0.0 0.6 -0.18
F 0.31141 -4.81296 -1.10056 -0.2 -0.4 -0.4 -0.26
F -0.64269 -2.42903 -1.42640 -0.2 0.0 0.0 -0.35
O -3.92072 1.81885 1.57656 0.0 -0.3 -0.1 -0.69
O 0.35796 -4.39691 -10.82864 0.0 0.0 0.0 -0.64
O -0.40707 2.15433 8.05295 0.1 0.0 -0.1 -0.60
O 8.57576 -7.70266 0.15623 0.0 0.0 0.0 -0.63
O 4.63937 -5.63210 -6.34422 -0.1 0.0 0.0 -0.61
O -1.90925 6.74522 4.68734 0.0 0.2 -0.1 -0.57
O 2.51410 1.30262 3.09420 0.1 0.4 -0.1 -0.50
O -2.78661 2.84670 3.88964 0.3 0.2 0.0 -0.39
O 7.81207 -5.17272 -11.99415 0.0 0.0 0.0 -0.64
O -1.24192 -1.52397 1.27030 -0.1 0.2 -0.1 -0.40
O 1.57505 -1.62117 1.36077 -0.5 0.1 -0.2 -0.69
O -7.33359 2.54819 3.28823 0.0 -0.1 -0.1 -0.63
O -7.02621 -0.04942 -1.72737 0.0 -0.3 0.1 -0.54
O 1.88108 -0.20376 -0.62642 -0.5 -0.1 -0.3 -0.70
O 1.49716 5.93826 -0.05893 0.1 0.0 0.1 -0.56
N -7.67643 0.84486 4.70858 0.1 0.0 0.0 -0.15
N 0.74000 1.28730 1.52142 -0.1 -0.3 0.2 -0.80
N 6.83426 -4.41644 -10.12053 -0.1 -0.1 0.0 -0.13
N -0.34940 -5.99206 -9.41821 0.0 0.0 0.1 -0.16
N -1.54678 -0.02075 -0.51282 0.2 0.9 -0.3 0.31
N -0.82173 0.62497 9.64097 0.1 0.1 0.0 -0.07
N -1.57122 1.82691 1.48334 0.5 -0.4 -1.1 1.37
N -1.35727 8.90491 4.93420 0.0 0.0 0.0 -0.21
N -6.49213 1.24533 0.11637 0.5 0.1 0.0 -0.15
N 3.32553 7.19358 -0.39749 0.0 0.0 0.0 -0.19
N 3.01554 -5.64233 -4.79357 0.0 0.1 0.1 -0.01
N 9.15887 -6.90319 -1.86082 -0.1 0.1 0.0 -0.16
C -0.01623 -0.81106 3.85952 -0.2 -0.2 0.5 -0.45
C -4.34598 4.69310 0.36907 0.0 0.6 0.5 -0.85
C -7.42499 0.02009 5.87455 -0.1 0.0 -0.1 -0.86
C -6.26023 0.69668 -1.17400 -0.1 0.0 -0.2 -0.22
C -0.71695 -0.40717 0.67447 -0.1 -1.2 0.3 -2.03
C -0.06024 7.51884 3.38056 -0.1 0.0 0.0 -0.88
C -1.18249 7.68084 4.38253 0.0 0.0 0.0 0.68
C -3.58053 0.70692 -1.60449 0.1 -0.3 -0.5 -1.39
C 1.86881 -4.99536 -9.07345 0.0 0.0 -0.1 -1.00
C -5.83762 2.40769 5.15156 -0.1 0.0 0.0 -1.14
C -5.18170 -2.55510 -0.37576 0.5 -0.2 -0.5 -0.66
C 0.62485 -2.52277 -0.93550 0.5 0.0 0.1 0.67
C 4.74016 7.51899 -0.36157 -0.2 0.1 -0.1 -0.91
C 8.40595 -6.88440 -0.72822 0.0 0.0 0.0 0.70
C -0.08172 -0.59303 5.37077 0.7 0.5 -0.3 -1.64
C 0.79375 -3.91162 -0.25745 -0.5 0.3 -0.5 0.63
C -7.00127 1.95284 4.30179 0.0 0.0 0.0 0.72
C -3.76850 -2.00996 -0.10905 -0.4 0.1 0.1 -1.36
C -3.76301 -0.58652 0.51333 0.5 -0.7 0.5 -1.47
C 9.08568 -6.01072 -3.00239 0.1 -0.3 0.1 -0.69
C 2.70955 6.07069 0.04221 0.0 0.0 0.0 0.75
C 4.28268 -5.36906 -5.20996 0.1 0.0 0.0 0.80
C -0.60840 0.72976 1.73333 -0.2 1.1 -0.2 0.95
C -0.57014 -0.13930 10.84773 -0.2 0.0 -0.1 -0.88
C 2.42685 -5.39359 -3.49275 -0.1 -0.2 -0.3 -0.87
C -2.81729 1.82622 0.69351 0.3 0.1 0.8 0.88
C 3.57607 4.99471 0.65664 -0.1 0.0 0.0 -0.94
C -2.13065 3.97637 -1.59357 0.9 0.4 -0.1 -0.68
C -0.25893 -6.89830 -8.29282 -0.1 0.0 -0.2 -0.57
C 5.89656 -4.43724 -9.01170 0.3 0.3 -0.2 -0.60
C 0.57602 -5.09005 -9.85313 0.0 0.0 0.0 0.51
C 6.03030 -6.50773 -11.11737 0.0 0.0 0.0 -1.11
C -2.96289 0.51761 -0.20310 -0.7 0.3 -0.1 1.01
C -1.15131 3.10025 2.04550 -0.5 0.7 1.1 -2.13
C -5.39400 4.30747 1.41694 -0.2 0.6 0.0 -0.91
C 1.22098 1.97325 9.79868 0.0 0.0 -0.1 -1.41
C 7.35097 -5.80311 -0.61816 0.0 0.0 0.0 -0.82
C 1.62827 1.30757 2.35165 0.0 -0.5 0.2 0.77
C -0.73008 4.51462 -1.23863 -0.8 0.2 -0.2 -1.46
C -0.88270 0.23787 3.15547 -0.1 -0.6 0.2 -0.64
C -0.59845 10.11805 4.69418 -0.2 -0.1 0.1 -0.89
C 6.96892 -5.32122 -11.12746 0.0 0.0 0.0 0.70
C -0.06066 1.60319 9.08791 0.0 0.0 0.0 0.83
C -1.82350 3.90081 4.39808 -1.5 -2.1 0.2 -1.49
C -2.19222 3.73464 2.98801 0.6 0.7 -0.3 1.07
C 5.21633 -4.72732 -4.20846 0.0 0.0 -0.1 -1.01
C -5.02191 1.16611 -1.90855 -0.1 0.5 -0.4 -0.64
H -3.42607 -0.69409 1.54310 0.0 0.2 0.0 0.85
H -5.40654 3.29332 4.69783 0.0 0.0 0.0 0.07
H 3.15194 -4.93129 -2.83092 0.0 0.0 0.0 0.22
H 2.93291 4.17101 0.95210 0.0 0.0 0.0 -0.15
H 9.84464 -7.64173 -1.87666 0.0 0.0 0.0 0.22
H -2.12013 8.94480 5.59224 0.0 0.0 0.0 0.25
H -1.24821 10.90435 4.30825 0.0 0.0 0.0 0.29
H -2.96394 1.36690 -2.21104 0.0 0.2 0.2 0.35
H -1.90557 -0.14407 3.14227 0.0 0.1 0.0 0.30
H 5.11912 7.68356 -1.37062 0.0 0.0 0.0 0.30
H -5.00930 3.69496 2.21993 -0.1 -0.1 -0.1 -0.14
H 1.56565 -4.72968 -3.58799 0.0 0.0 0.1 0.31
H -1.66723 -0.80808 -1.15546 0.0 -0.1 0.2 1.19
H 0.36152 0.17287 11.30648 0.0 0.0 0.0 0.32
H 6.43703 -4.45137 -8.06604 -0.1 -0.1 0.1 0.24
H -1.66070 0.42919 9.11728 0.0 0.0 0.0 0.17
H 2.09491 -6.33145 -3.04393 0.0 0.0 0.1 0.30
H -0.16049 3.81171 -0.63676 0.2 0.0 -0.1 0.13
H -6.57664 0.40524 6.43019 0.0 0.0 0.0 0.31
H -1.48069 -2.21686 0.63953 0.0 0.0 0.0 0.48
H -6.25947 3.83967 0.95740 0.2 -0.3 0.1 0.21
H 2.39669 -5.94982 -9.07865 0.0 0.0 0.1 0.38
H -0.05633 6.48912 3.03519 0.0 0.0 0.0 -0.07
H -8.29436 0.01184 6.53340 0.0 0.0 0.0 0.30
H 5.25795 -5.31127 -9.04876 0.0 0.0 0.0 0.16
H 6.26344 -7.12870 -11.97626 0.0 0.0 0.0 0.29
H 8.85891 -6.57986 -3.90544 0.0 0.1 -0.1 0.29
H 6.15561 -7.09558 -10.20728 -0.1 0.0 0.0 0.34
H 2.44258 -6.07260 -5.50216 0.0 0.0 0.0 0.15
H -0.14089 10.47113 5.61903 0.0 0.0 0.0 0.29
H -0.94740 1.13016 3.78178 0.1 0.1 -0.2 0.43
H 1.03979 -0.78816 3.59514 0.0 0.1 -0.2 0.51
H 5.27056 -3.54260 -9.04705 -0.1 -0.1 0.1 0.26
H -6.69831 0.51476 0.78718 -0.4 0.1 0.0 0.16
H -0.34207 -7.93495 -8.62317 0.0 0.0 0.0 0.28
H -3.79500 5.56811 0.72757 0.1 -0.1 0.1 0.51
H 7.48314 -3.64835 -10.18363 0.0 0.0 0.0 0.22
H 4.99149 -6.18195 -11.18616 0.0 0.0 0.0 0.29
H 1.68025 -4.69584 -8.04131 0.1 -0.1 0.0 0.32
H -1.05765 -6.70265 -7.57387 0.0 0.0 0.0 0.28
H -5.81965 -1.78335 -0.79978 -0.1 -0.1 0.1 0.07
H 0.69575 -6.77670 -7.79142 0.0 0.0 0.0 0.09
H 0.90409 7.74296 3.83793 0.0 0.0 0.0 0.41
H -3.21808 -2.11033 -1.05099 0.1 0.2 -0.1 0.18
H 2.69364 7.87027 -0.79655 0.0 0.0 0.0 0.24
H -2.03922 3.25636 -2.41102 -0.2 -0.2 0.2 0.57
H -3.61375 1.46563 2.42484 0.1 0.3 0.1 0.61
H -0.96300 3.35830 4.77570 0.3 0.6 0.1 0.18
H -2.41604 4.50812 5.06015 0.6 0.6 -0.1 0.46
H -0.38050 -1.81601 3.64667 0.1 0.0 -0.2 0.17
H -6.16822 2.65007 6.16247 0.0 0.0 0.0 0.63
H 5.30292 6.70924 0.08953 0.0 0.0 0.0 0.35
H -8.44495 0.59531 4.10602 0.0 0.0 0.0 0.25
H -0.20387 8.17561 2.52214 0.1 0.0 0.0 0.38
H -1.37634 0.00662 11.56787 0.0 0.0 0.0 0.30
H -4.87262 5.04822 -0.52041 0.1 -0.2 -0.1 0.61
H -1.18791 -6.00811 -9.97713 0.0 0.0 0.0 0.23
H -5.04942 2.25873 -1.91849 0.1 0.0 0.4 0.41
H 2.49699 -4.24568 -9.54389 0.0 0.0 0.0 0.30
H -5.11722 -3.33518 -1.13595 -0.1 0.0 0.1 0.47
H 5.34730 -5.37479 -3.34066 0.0 0.1 0.1 0.08
H -5.05690 -4.12927 1.37411 0.1 -0.1 0.0 0.14
H 0.23971 0.42585 5.59386 -0.2 0.0 0.2 0.52
H -5.76406 5.22922 1.87432 0.0 0.0 -0.1 0.43
H -2.69650 4.79983 -2.04112 -0.2 0.0 0.2 0.59
H -3.31047 -2.70353 0.60009 0.1 0.0 -0.1 0.43
H 8.30689 -5.27044 -2.85310 0.0 0.0 0.0 0.19
H 7.80220 -4.81095 -0.65626 0.0 0.0 0.0 0.35
H -2.79907 4.54432 2.57458 -0.2 -0.4 0.0 0.64
H -5.18805 0.87527 -2.94844 0.0 -0.1 0.1 0.53
H 4.31239 4.62976 -0.05983 0.0 0.0 0.0 0.41
H 10.03544 -5.49248 -3.14122 0.0 0.1 -0.1 0.29
H 4.09915 5.36944 1.53685 0.1 0.0 0.0 0.41
H 0.18735 9.93451 3.96965 0.0 0.0 0.0 0.34
H 1.89298 1.11681 9.86315 0.0 0.0 0.1 0.39
H 1.70626 2.76180 9.23264 0.0 0.0 0.0 0.29
H 6.62151 -5.89001 -1.42439 0.0 0.0 0.0 -0.05
H 6.84397 -5.92551 0.33366 0.0 0.0 0.0 0.29
H -5.06486 1.63945 5.20804 0.0 0.0 0.1 0.30
H -3.47221 -0.26469 -2.10937 -0.1 -0.1 0.1 0.90
H -0.84956 5.42948 -0.66102 0.2 -0.1 0.1 0.35
H 1.01658 2.33517 10.80654 0.0 0.0 0.0 0.38
H 0.59853 -1.25748 5.89754 -0.3 -0.2 0.1 0.78
H -0.50425 -1.20403 10.61827 0.0 0.0 0.0 0.28
H -7.26971 1.89536 0.08966 0.0 0.0 0.2 0.37
H -0.19454 4.78181 -2.15079 0.2 -0.1 0.1 0.55
H -0.83433 3.84167 1.30978 -0.1 -0.2 -0.2 0.12
H -4.78509 -0.24510 0.60520 0.1 0.3 -0.1 0.61
H 4.90814 8.42441 0.22239 0.0 0.0 0.0 0.29
H -7.20804 -1.00783 5.57837 0.0 0.0 0.0 0.27
H -0.30151 2.95066 2.70644 0.1 -0.3 -0.2 0.73
H 6.17964 -4.57667 -4.68551 0.0 0.0 -0.1 0.27
H 4.83225 -3.75978 -3.88259 0.0 0.0 0.1 0.37
```
Forces are in eV/Å.

Charge: +1
Calculated total energy in Ha: -6026.91284
LUMO energy in eV: -3.80

=====

# 2
Below is the molecule C9H12NO2P, with properties calculated with ωB97M-V/def2-TZVPD.

Geometry as XYZ:
```
25
Properties=species:S:1:pos:R:3:forces:R:3:mulliken_charge:R:1
P 0.81057 2.20728 -0.08008 0.5 1.5 -0.1 0.61
O 0.71055 3.71360 0.03027 -0.3 -1.1 -0.7 -0.73
O 0.99380 1.69342 1.49259 -0.6 -0.5 0.2 -0.51
N 1.31487 -0.44009 -1.22571 0.5 -1.2 1.1 -0.18
C -2.62357 -1.81601 1.77929 0.3 0.4 -1.0 -0.32
C -2.23365 -1.02785 -0.48846 1.5 -1.1 0.2 -0.52
C -3.07570 -1.58525 0.46602 0.6 -0.3 1.2 -0.56
C 2.51315 1.70954 -0.89264 -2.1 -0.2 1.3 -0.78
C -0.44594 -1.02261 1.16415 -3.0 -0.6 -2.5 -0.56
C -0.87360 -0.76931 -0.17104 -1.0 -0.3 0.8 1.14
C 0.01159 -0.21784 -1.21190 0.8 0.0 4.4 -0.50
C -1.28826 -1.55433 2.10096 -2.0 0.1 -0.9 -0.85
C 2.19150 0.55778 -1.77244 0.6 -0.5 -1.1 -0.80
H 1.76348 0.85342 -2.70183 -0.8 0.7 -0.6 0.35
H -1.07684 -1.70318 3.11013 1.1 -0.1 1.4 0.43
H -4.04962 -1.98668 0.29529 -0.6 0.3 -0.7 0.37
H 0.44416 -0.66324 1.40776 4.0 1.1 1.3 0.44
H -0.39176 0.14624 -2.05130 -1.6 1.4 -3.0 0.42
H 3.29122 1.51329 -0.18805 0.4 -0.3 0.6 0.43
H 2.81418 2.49927 -1.52365 0.1 1.3 -0.4 0.36
H -3.31644 -2.18084 2.53813 0.2 0.0 -0.3 0.36
H -2.43152 -1.05714 -1.54150 -0.8 0.4 -0.3 0.33
H 1.68393 -0.93670 -0.41692 -0.1 0.2 -0.2 0.33
H 0.19580 1.97403 2.00701 1.0 -0.2 -0.7 0.30
H 3.06809 0.09321 -2.12608 1.3 -0.9 -0.1 0.42
```
Forces are in eV/Å.

Calculated total energy in Ha: -896.68880
LUMO energy (spin up / spin down) in eV: -0.76 / -0.74
ΔE to the lowest compared entry with this formula, charge and spin in kJ/mol: 162.00

=====

# 3
Below is a cluster of 9 separate species, C22H54O13S7 in total, with properties calculated with ωB97M-V/def2-TZVPD.

Geometry as XYZ:
```
96
Properties=species:S:1:pos:R:3:forces:R:3:mulliken_charge:R:1
S 2.96989 -9.00384 8.40183 -1.5 2.0 0.8 0.42
S 2.95607 -15.18168 5.44656 0.5 1.1 -0.3 0.46
S 3.00534 -13.92322 14.25430 -1.7 -0.6 0.0 0.65
S 9.83174 -17.25295 8.57096 -1.1 1.7 -0.8 0.33
S 2.94357 -18.47577 11.58270 1.8 0.3 1.1 0.34
S 7.71099 -12.82181 4.18477 3.0 1.9 0.4 0.70
S 5.82064 -17.52231 16.96458 -0.3 -2.1 0.9 0.43
O 7.96099 -9.04736 7.01361 0.6 -1.5 2.3 -0.39
O 3.44588 -18.78208 12.99300 -0.6 0.4 -2.0 -0.56
O 1.56578 -14.09053 13.77991 1.6 0.5 0.2 -0.69
O 6.30902 -16.04488 12.26308 0.8 0.3 0.2 -0.51
O 4.14285 -8.09774 8.69673 -0.3 -1.7 0.1 -0.58
O 6.29605 -15.24909 10.20708 -0.3 -3.1 -0.9 -0.03
O 5.15912 -18.90816 17.05817 0.8 2.2 -0.5 -0.62
O 8.24932 -11.42524 4.41654 -1.8 1.0 0.4 -0.69
O 8.49966 -10.68938 8.62368 -1.4 1.6 -2.5 -0.68
O 6.89797 -13.87902 11.79818 -0.4 -0.9 -0.7 -0.44
O 6.54623 -10.60512 7.60573 -2.7 -0.7 -0.6 0.02
O 3.25710 -13.66751 5.38717 -0.3 -2.4 0.1 -0.57
O 9.57682 -16.06710 7.65181 0.2 -1.1 0.4 -0.50
C 9.83869 -16.51325 10.21026 0.0 -0.2 -0.2 -0.48
C 5.51425 -16.84430 15.31199 -2.3 0.3 -0.3 -0.75
C 8.23921 -18.14528 8.76173 0.8 0.5 -0.1 -0.62
C 6.60377 -14.14255 9.41171 -0.2 0.9 0.8 1.17
C 7.74054 -10.16258 7.78967 3.2 0.5 2.1 0.54
C 3.00223 -10.71081 9.04579 0.0 0.0 0.6 -0.96
C 4.40058 -18.49363 10.44577 0.4 0.0 -0.1 -0.63
C 5.90892 -9.90293 6.49280 0.7 0.1 0.6 -0.43
C 3.90485 -12.74755 13.12548 -1.4 0.6 0.5 -1.10
C 7.20949 -8.24916 5.00154 -2.2 0.3 0.8 -1.24
C 5.50917 -13.94566 8.37467 0.1 -0.4 -1.1 -0.46
C 2.55254 -15.62406 3.67418 -0.1 0.3 1.5 -0.95
C 6.70829 -8.59817 6.42975 2.5 -1.1 -0.7 0.49
C 4.86481 -16.40253 18.08838 -0.2 0.0 -0.1 -0.83
C 4.63660 -16.00175 5.42435 -0.9 0.3 -1.0 -0.47
C 8.46073 -13.05588 2.57319 -0.3 -1.4 -0.6 -1.14
C 8.91205 -13.61941 5.31802 -0.2 -1.1 -0.4 -0.59
C 6.55776 -15.15275 11.50580 -1.4 0.3 0.6 0.25
C 6.77076 -13.17327 10.54635 1.5 3.2 0.2 -0.39
C 1.63681 -8.37867 9.59150 -0.1 -0.5 -1.1 -0.98
C 2.89623 -13.08958 15.93440 0.9 0.4 -1.4 -0.93
C 2.73654 -16.68178 11.52574 -0.4 1.2 0.6 -0.43
H 4.09189 -18.31432 9.41588 -0.4 -0.3 0.0 0.39
H 2.33451 -16.68101 3.52122 0.7 -0.1 0.1 0.37
H 1.76033 -8.74103 10.61205 0.2 0.1 -0.1 0.29
H 8.43604 -13.61206 6.29856 -0.2 -0.4 -0.1 -0.17
H 4.42999 -16.87325 15.20410 -0.4 0.0 0.2 0.26
H 7.71856 -12.64533 10.44123 -0.2 0.3 -0.1 0.29
H 7.46940 -17.47272 9.14010 0.1 0.0 0.2 -0.10
H 1.59523 -15.14320 3.47313 0.4 0.5 -0.1 0.35
H 2.10639 -16.42199 12.37634 -0.2 -0.2 0.1 0.33
H 3.43139 -15.19828 3.18999 -0.4 -0.2 -0.7 0.28
H 7.86727 -12.64992 1.75398 -0.5 0.2 0.4 0.36
H 7.58203 -14.24790 8.94267 -0.1 -0.5 -0.3 0.07
H 6.15451 -10.52076 5.62904 -0.6 0.2 -0.2 0.19
H 9.75015 -17.36295 10.88721 0.2 0.4 0.5 0.39
H 7.41979 -7.18040 4.96137 0.0 -0.2 -0.4 0.38
H 3.87190 -16.09576 17.75956 0.3 0.4 -0.8 0.16
H 5.76387 -17.44795 14.43941 0.9 -0.3 0.6 0.28
H 3.30278 -11.38561 8.24428 0.7 0.2 0.3 0.14
H 6.00496 -12.39884 10.58992 -0.3 -0.2 0.3 0.19
H 5.72701 -15.79296 15.11827 0.7 -0.1 0.5 0.37
H 7.95074 -18.50895 7.77550 0.2 -0.2 0.1 0.37
H 3.65701 -12.92732 12.07936 0.3 -1.3 0.0 0.18
H 4.62617 -16.94053 4.87055 -0.4 -0.1 0.1 0.44
H 2.25780 -12.20680 15.96906 -0.1 -0.2 -0.3 0.32
H 1.53927 -7.29471 9.53146 0.8 0.0 0.1 0.35
H 3.62906 -16.07583 11.68177 0.6 -0.7 0.1 -0.25
H 3.54044 -10.71987 9.99361 0.7 -0.2 -0.3 0.33
H 6.31493 -8.53368 4.44754 0.2 0.6 -1.0 0.33
H 4.96941 -12.78854 13.35599 -0.2 0.2 -0.1 0.40
H 5.07923 -15.26886 4.74977 0.8 0.0 0.4 0.01
H 0.68195 -8.70528 9.17958 0.0 -0.5 0.1 0.39
H 6.00198 -14.00810 7.40444 -0.2 0.2 -0.2 0.02
H 4.85917 -9.76211 6.75028 0.2 -0.2 -0.4 0.07
H 4.56770 -16.87071 19.02680 0.8 -0.9 -0.1 0.37
H 9.19568 -14.61011 4.96284 -0.3 -0.3 0.4 0.42
H 6.35864 -7.79808 7.08222 -0.4 0.0 -0.4 0.39
H 4.80508 -14.77772 8.36810 0.1 -0.3 0.4 0.38
H 3.93263 -12.78065 16.07054 0.0 0.0 0.5 0.31
H 9.43774 -12.58196 2.47860 0.0 -0.2 0.6 0.32
H 8.51418 -18.93418 9.46182 -0.5 -0.2 -0.1 0.43
H 8.03713 -8.87007 4.65865 -0.1 0.0 0.4 0.27
H 9.83869 -13.06497 5.46647 -0.3 0.6 -0.7 0.43
H 5.12105 -16.16569 6.38691 -0.2 0.5 -0.1 0.12
H 9.01885 -15.80252 10.31430 -0.2 -0.3 -0.1 -0.23
H 2.03489 -11.11600 9.34273 -0.6 0.7 -0.3 0.58
H 4.86260 -13.06972 8.32191 0.5 0.4 0.7 -0.46
H 5.54538 -15.60063 18.37453 -0.3 0.3 -0.3 0.33
H 5.16720 -17.73704 10.61301 -0.4 0.3 0.7 -0.11
H 3.41623 -11.77322 13.13149 0.5 0.5 1.0 0.56
H 2.58885 -13.82371 16.67917 0.1 -0.1 -0.4 0.29
H 4.94656 -19.43310 10.53183 -0.5 -0.3 0.0 0.43
H 10.74994 -15.92276 10.30542 0.2 -0.4 0.1 0.40
H 2.25269 -16.21795 10.66619 -0.2 -0.7 -0.4 0.48
H 8.47379 -14.13584 2.42619 0.4 -0.2 -0.3 0.37
```
Forces are in eV/Å.

Calculated total energy in Ha: -4635.73271
LUMO energy in eV: 0.02
ΔE to the lowest compared entry with this formula, charge and spin in kJ/mol: 424.29

=====

- Among the records above, which one has the highest calculated total energy?
  C9H12NO2P

=====

- Among the records above, which one has the highest calculated total energy?
  C9H12NO2P

=====

- Among the records above, which one has the highest calculated total energy?
  C9H12NO2P

=====

- calculated total energy of number 2 (C9H12NO2P)?
  -896.68880 Ha